# 1
92
Properties=species:S:1:pos:R:3:forces:R:3 method="wB97M-V/def2-TZVPD" lumo_energy_ha="-0.342 / -0.341" homo_lumo_gap_ev="6.85 / 6.87" multiplicity=2 charge=+3 relative_energy_ev=0.497
Ti 0.284 -0.027 -0.014 0.5264 0.4826 0.0450
C -1.683 0.622 -3.907 0.0799 0.0392 -0.0064
C -1.293 0.349 -2.496 -0.0704 -0.1102 -0.0175
N -0.084 0.181 -2.097 -0.2194 -0.1607 0.3742
C 1.108 0.337 -2.923 -0.0053 0.0172 -0.0773
C 2.339 -0.345 -2.300 0.0608 -0.0146 -0.0199
N 2.317 -0.503 -0.807 -0.3506 0.3131 -0.1223
C 3.389 0.154 -0.010 0.0479 -0.0173 0.0125
C 2.901 1.467 0.558 0.0425 0.0213 0.0079
N 1.599 1.268 1.239 -0.0248 -0.3398 0.0607
C 1.581 0.881 2.680 0.0383 -0.0500 0.0021
C 0.669 -0.340 2.897 -0.0076 -0.0342 0.0582
N -0.433 -0.282 1.940 -0.3431 0.2126 -0.2565
C -1.696 -0.391 2.151 0.0211 -0.1357 -0.1605
C -2.327 -0.716 3.461 0.0670 0.0830 0.0681
C -2.519 -0.169 0.911 -0.0029 0.0417 -0.1347
C -3.905 -0.129 0.831 0.0613 -0.0085 -0.0498
C -4.481 0.121 -0.407 -0.1169 -0.0076 0.0529
C -3.697 0.308 -1.541 0.1088 0.0273 -0.0309
C -2.321 0.240 -1.403 -0.1246 -0.1002 0.1696
N -1.789 0.025 -0.195 0.0739 -0.2293 0.0826
H -1.184 1.523 -4.273 -0.0020 -0.0121 -0.0011
H -2.753 0.755 -4.030 -0.0046 -0.0010 -0.0061
H -1.361 -0.202 -4.549 0.0002 0.0105 0.0011
H 1.295 1.409 -3.035 0.0343 -0.0141 -0.0515
H 0.953 -0.062 -3.927 0.0106 0.0106 -0.0176
H 3.234 0.202 -2.597 0.0140 0.0193 -0.0065
H 2.424 -1.347 -2.715 0.0323 -0.0302 -0.0095
H 2.450 -1.502 -0.683 -0.0427 -0.1379 0.0437
H 4.300 0.290 -0.594 0.0009 0.0261 -0.0307
H 3.636 -0.528 0.806 0.0301 -0.0253 0.0250
H 2.717 2.177 -0.252 0.0175 0.0295 -0.0083
H 3.645 1.914 1.219 0.0186 -0.0152 0.0234
H 1.109 2.151 1.180 -0.0758 0.0490 -0.0416
H 1.227 1.730 3.261 0.0069 0.0414 0.0357
H 2.587 0.649 3.028 0.0200 -0.0256 0.0017
H 0.329 -0.425 3.929 0.0578 0.0559 0.0597
H 1.246 -1.239 2.665 -0.0109 -0.0205 0.0442
H -1.933 -1.663 3.836 -0.0092 0.0056 0.0079
H -3.406 -0.800 3.392 0.0052 -0.0050 0.0057
H -2.094 0.055 4.200 0.0008 -0.0126 0.0014
H -4.527 -0.283 1.700 -0.0117 0.0072 -0.0130
H -5.560 0.164 -0.495 0.0202 -0.0029 0.0100
H -4.168 0.485 -2.498 0.0099 0.0030 0.0042
C 0.377 -6.044 2.954 -0.0070 -0.0128 0.0191
C 0.356 -6.393 1.608 0.0034 -0.0123 0.0127
C 0.226 -5.416 0.637 0.0600 0.0482 0.0358
C 0.120 -4.071 1.006 0.0461 -0.0431 0.0143
C 0.122 -3.733 2.355 -0.0727 0.0446 0.0601
C 0.253 -4.714 3.328 -0.0005 -0.0115 0.0411
P -0.132 -2.840 -0.298 -0.0437 0.3352 -0.2379
C 1.038 -3.396 -1.588 0.1039 -0.0050 0.0638
C 0.754 -3.553 -2.942 -0.0781 -0.0520 -0.0364
C 1.764 -3.888 -3.838 0.0333 -0.0099 -0.0460
C 3.070 -4.052 -3.402 -0.0084 0.0034 -0.0217
C 3.364 -3.909 -2.051 0.0156 -0.0307 0.0517
C 2.356 -3.593 -1.152 -0.0209 -0.0560 -0.0839
C -1.845 -3.177 -0.831 -0.0216 -0.0177 0.0872
C -2.708 -3.792 0.081 -0.0040 -0.0525 -0.0253
C -4.028 -4.053 -0.258 -0.0165 -0.0113 0.0091
C -4.507 -3.718 -1.516 -0.0195 -0.0058 -0.0151
C -3.664 -3.092 -2.424 -0.0225 0.0118 -0.0354
C -2.352 -2.807 -2.078 -0.0296 0.0687 -0.0551
H 0.483 -6.812 3.709 -0.0006 0.0201 -0.0108
H 0.438 -7.432 1.316 0.0005 0.0168 0.0026
H 0.207 -5.701 -0.407 0.0089 0.0076 -0.0221
H -0.012 -2.704 2.664 -0.0042 -0.1398 -0.0745
H 0.258 -4.441 4.375 0.0014 -0.0243 -0.0098
H -0.255 -3.472 -3.320 0.0417 -0.0172 0.0600
H 1.519 -4.037 -4.882 0.0154 0.0047 0.0190
H 3.851 -4.315 -4.104 -0.0153 0.0007 0.0150
H 4.372 -4.075 -1.691 -0.0114 -0.0003 -0.0161
H 2.594 -3.546 -0.092 -0.0152 -0.0327 0.0378
H -2.345 -4.108 1.050 -0.0051 0.0104 -0.0025
H -4.674 -4.550 0.455 0.0122 0.0115 -0.0173
H -5.526 -3.955 -1.792 0.0238 0.0078 0.0029
H -4.025 -2.837 -3.413 -0.0040 -0.0125 0.0262
H -1.729 -2.298 -2.804 0.0264 -0.0306 0.0186
S -0.880 4.742 -1.469 0.0225 -0.0811 0.0272
C -0.281 3.149 -1.416 -0.0641 0.0262 0.0135
N -0.417 2.480 -0.302 0.0830 -0.0354 -0.0847
C -1.040 3.300 0.651 -0.0302 0.1257 0.0377
C -1.314 2.980 1.987 -0.0140 0.0885 -0.0887
C -1.918 3.923 2.791 0.0098 -0.0433 0.0328
C -2.263 5.186 2.295 -0.0328 0.0465 0.0437
C -1.995 5.529 0.990 -0.0017 0.0485 -0.0695
C -1.375 4.578 0.178 0.0293 -0.1234 0.0552
H 0.185 2.734 -2.296 -0.0236 0.0531 0.0213
H -1.044 2.018 2.387 0.0157 -0.0608 0.0450
H -2.128 3.692 3.828 0.0116 -0.0088 -0.0299
H -2.737 5.905 2.950 0.0069 -0.0087 -0.0159
H -2.248 6.509 0.608 0.0111 -0.0263 0.0089

***

# 2
101
Properties=species:S:1:pos:R:3:forces:R:3 method="wB97M-V/def2-TZVPD" lumo_energy_ha="-0.044 / -0.073" homo_lumo_gap_ev="5.37 / 5.25" multiplicity=6 charge=0
Mn -0.085 0.029 -0.016 0.3674 0.0061 -0.2370
C -4.028 -4.793 -1.192 0.0773 -0.0375 -0.1453
C -3.058 -4.205 -2.226 -0.1165 0.0886 0.2112
C -2.677 -2.807 -1.857 -0.0549 0.0511 0.0494
C -3.302 -1.647 -2.213 0.0668 -0.0616 0.0029
C -4.413 -1.460 -3.196 0.1843 0.0450 -0.1126
C -3.855 -1.016 -4.556 -0.0995 -0.0454 0.0293
C -2.622 -0.589 -1.524 -0.0311 0.0694 -0.0091
C -3.045 0.721 -1.499 0.0631 -0.0778 -0.0328
C -2.505 1.729 -0.725 -0.0848 0.1270 0.0043
C -3.067 3.027 -0.561 0.0866 -0.1156 -0.1125
C -4.327 3.514 -1.201 -0.1001 -0.1342 0.2411
C -5.564 3.113 -0.384 0.0814 0.0413 -0.1341
C -2.239 3.699 0.311 0.1110 -0.0020 0.0677
C -1.181 2.806 0.614 -0.2211 0.1231 -0.0331
C 0.063 3.306 1.215 0.6462 -0.4235 0.2421
C 1.155 2.355 1.582 0.0037 -0.2209 0.2704
N 1.178 1.056 1.210 -0.1279 0.2807 -0.0906
C 2.428 0.589 1.566 0.1340 -0.1936 0.0741
C 2.853 -0.726 1.477 -0.0428 0.1689 -0.0568
C 2.128 -1.787 0.990 0.0650 -0.1431 0.1009
N 0.854 -1.704 0.497 -0.1031 0.0707 -0.1397
C 0.507 -2.979 0.157 0.0997 0.0224 0.0677
C -0.667 -3.336 -0.480 -0.0887 0.0078 -0.0915
C -1.598 -2.437 -0.982 0.0569 -0.0577 0.0023
N -1.571 -1.088 -0.790 0.0028 0.0181 -0.0436
C 1.580 -3.896 0.451 -0.0201 0.0476 -0.0949
C 2.602 -3.146 0.951 -0.0207 0.1545 -0.0085
C 3.961 -3.592 1.383 -0.0992 -0.0690 0.1848
C 4.012 -3.964 2.870 0.0729 -0.0129 -0.1142
C 1.546 -5.366 0.183 -0.1338 0.0366 0.2149
C 0.832 -6.144 1.297 0.0571 0.0048 -0.1582
C 3.200 1.628 2.143 -0.0916 0.0055 -0.0115
C 2.389 2.742 2.197 -0.3284 -0.1164 -0.2236
C 2.745 4.061 2.809 -0.2721 -0.0185 0.0973
C 2.013 4.329 4.129 0.1347 -0.0231 -0.0399
C 4.603 1.487 2.636 -0.1165 -0.0367 0.2796
C 4.637 1.059 4.109 0.1290 0.0348 -0.0848
N -1.345 1.614 0.023 0.1703 -0.1215 -0.1759
C -2.401 5.079 0.872 -0.0444 -0.1544 0.1242
C -2.996 5.049 2.286 0.0221 0.0984 -0.1097
H -4.341 -5.799 -1.474 0.0011 -0.0051 0.0324
H -4.915 -4.165 -1.107 -0.0140 -0.0127 0.0271
H -3.553 -4.839 -0.211 -0.0359 -0.0039 0.0245
H -3.527 -4.206 -3.211 0.0487 -0.0322 -0.0286
H -2.169 -4.834 -2.291 -0.0001 -0.0103 -0.1115
H -5.124 -0.717 -2.829 -0.0468 -0.0455 0.0161
H -4.957 -2.398 -3.317 -0.0655 0.0270 0.0545
H -3.264 -0.105 -4.457 -0.0062 0.0142 -0.0063
H -4.661 -0.836 -5.268 0.0182 0.0064 -0.0134
H -3.200 -1.787 -4.965 0.0157 0.0118 -0.0098
H -3.898 0.977 -2.114 -0.0355 -0.0185 0.0417
H -4.409 3.106 -2.211 0.0115 0.0784 -0.0360
H -4.288 4.600 -1.290 0.0038 -0.0020 -0.0925
H -5.588 2.031 -0.247 -0.0386 -0.0007 0.0465
H -6.483 3.418 -0.885 -0.0025 0.0202 0.0184
H -5.532 3.582 0.599 -0.0419 -0.0413 0.0324
H -0.149 4.026 2.007 0.1776 0.0694 -0.0382
H 3.849 -0.935 1.843 0.0244 -0.0102 -0.0658
H -0.837 -4.385 -0.673 0.0495 -0.0004 -0.0499
H 4.687 -2.804 1.179 0.0440 -0.0453 -0.0633
H 4.259 -4.461 0.792 0.0207 0.0418 -0.0509
H 3.775 -3.106 3.501 -0.0159 0.0042 0.0022
H 5.007 -4.325 3.133 -0.0127 0.0131 0.0656
H 3.293 -4.753 3.092 -0.0045 0.0049 0.0273
H 2.567 -5.737 0.079 -0.0079 -0.0086 -0.0627
H 1.037 -5.547 -0.766 0.0871 -0.0391 -0.0433
H 1.372 -6.048 2.239 -0.0368 -0.0003 0.0309
H 0.766 -7.202 1.042 -0.0100 -0.0126 0.0505
H -0.178 -5.761 1.444 -0.0077 -0.0161 0.0392
H 2.519 4.865 2.116 0.0174 0.2085 -0.1531
H 3.822 4.088 2.987 -0.0226 0.0199 -0.0421
H 0.931 4.297 4.000 -0.0186 -0.0134 0.0044
H 2.275 5.314 4.516 -0.0117 -0.0043 0.0331
H 2.283 3.583 4.877 -0.0454 -0.0015 0.0167
H 5.128 2.437 2.528 0.0057 -0.0143 -0.0665
H 5.139 0.761 2.022 0.0421 0.0393 -0.0150
H 4.105 1.786 4.723 -0.0125 -0.0329 0.0360
H 5.663 0.989 4.476 -0.0071 -0.0050 0.0020
H 4.160 0.087 4.243 -0.0364 0.0139 0.0187
H -3.058 5.654 0.218 0.0581 0.0603 -0.0187
H -1.437 5.592 0.895 -0.0598 0.0749 -0.0604
H -3.968 4.555 2.279 -0.0017 -0.0136 0.0384
H -3.127 6.061 2.673 -0.0010 -0.0128 0.0319
H -2.349 4.501 2.972 -0.0108 -0.0142 0.0151
O 0.993 5.171 0.236 -0.0864 -0.0175 0.1093
N 0.738 4.028 0.032 0.1124 0.3491 -0.3287
F 1.277 2.548 -3.236 -0.0144 -0.1216 -0.0969
C 1.375 1.353 -3.825 -0.0800 0.1608 -0.0045
F 0.185 1.083 -4.392 0.1181 0.0460 0.0661
F 2.275 1.462 -4.817 -0.1033 -0.0131 0.0964
C 1.730 0.260 -2.761 0.1163 -0.1990 -0.1661
O 0.958 0.418 -1.694 -0.4118 0.0264 0.6546
C 1.500 -1.151 -3.403 -0.1207 -0.0795 -0.0913
F 1.980 -1.253 -4.655 -0.0426 0.0050 0.1279
F 2.070 -2.129 -2.677 -0.0586 0.1216 -0.0361
F 0.187 -1.423 -3.450 0.1512 -0.0036 -0.0203
C 3.237 0.405 -2.374 0.1590 -0.0193 0.0737
F 3.489 1.642 -1.923 -0.0390 -0.1268 -0.0916
F 3.557 -0.445 -1.383 -0.0393 0.1644 -0.1259
F 4.081 0.159 -3.393 -0.1118 -0.0218 0.1518